[1]
# C5H9ClOS

The molecule C5H9ClOS (ωB97M-V with the def2-TZVPD basis set, the Open Molecules 2025 dataset).

Computed properties:
Net charge: 0
Spin multiplicity: 1
SMILES: C=C(Cl)[C@@H](S)COC
Energy relative to the best compared isomer or geometry (same formula, charge and spin): 80.6 kJ/mol
HOMO energy: -9.03 eV
LUMO level: 0.779 eV

The geometry in XYZ format:
```
17
Properties=species:S:1:pos:R:3:forces:R:3:nbo_charge:R:1
C 1.343775 0.363757 -1.319063 -0.9 -0.5 2.3 -0.431
C 0.021854 0.298915 -1.117665 0.2 0.1 -1.0 0.009
Cl -1.020098 0.423538 -2.542617 0.1 -0.1 0.3 -0.035
C -0.743829 0.098847 0.166181 1.4 0.8 1.0 -0.426
S -0.978925 -1.646466 0.527094 -0.9 -0.5 -0.2 -0.002
C 0.043103 0.841839 1.310637 -2.1 0.7 -0.1 -0.046
O 1.077107 0.078137 1.773628 1.3 -0.6 -0.5 -0.562
C 1.973456 0.695793 2.657100 0.1 0.8 0.9 -0.252
H 1.728092 0.371061 -2.299082 0.5 0.2 -0.9 0.221
H 2.007877 0.272175 -0.426400 -0.5 0.1 -1.0 0.224
H -1.755542 0.507377 0.175916 0.2 0.2 -0.5 0.254
H 0.157269 -1.796785 1.167247 0.7 -0.1 0.3 0.140
H 0.355995 1.816346 0.871609 0.0 -0.5 0.4 0.181
H -0.651414 1.028272 2.164245 0.1 0.1 -0.6 0.174
H 1.952212 1.824259 2.658427 -0.2 -1.1 -0.2 0.180
H 2.983925 0.379868 2.438972 0.3 -0.1 -0.4 0.190
H 1.779049 0.320742 3.667890 -0.2 0.3 0.1 0.182
```
Positions in Å, forces in eV/Å.

=====

[2]
# C21H27N3O6S

The molecule C21H27N3O6S (ωB97M-V with the def2-TZVPD basis set, the Open Molecules 2025 dataset).

Computed properties:
Net charge: 0
Spin multiplicity: 1
SMILES: COCCCNC(=O)CN(c1ccc(OC)cc1)S(=O)(=O)c1ccc(NC(C)=O)cc1
Energy relative to the best compared isomer or geometry (same formula, charge and spin): 148.4 kJ/mol
HOMO energy: -8.20 eV
LUMO level: 0.302 eV

The geometry in XYZ format:
```
58
Properties=species:S:1:pos:R:3:forces:R:3:nbo_charge:R:1
C -2.268255 -4.279154 -1.579235 0.1 0.0 0.0 -0.252
O -3.528327 -3.789515 -1.972931 -0.2 -0.1 -0.1 -0.538
C -3.852218 -2.531071 -1.426292 -0.1 0.0 0.2 -0.066
C -4.334207 -2.603224 0.029927 0.1 0.1 -0.3 -0.438
C -4.476858 -1.214051 0.650922 -0.2 -0.2 0.1 -0.225
N -3.178647 -0.664189 0.976062 0.0 -0.1 -0.3 -0.626
C -2.801344 -0.401031 2.238412 0.3 0.2 -0.2 0.662
O -3.557784 -0.387067 3.187800 0.0 0.0 0.4 -0.632
C -1.303690 -0.111458 2.418407 -0.2 -0.4 0.5 -0.323
N -0.581625 0.228294 1.216610 0.3 -1.1 -0.4 -0.677
C -0.790806 1.475640 0.605461 0.0 0.9 -0.4 0.094
C -1.809115 2.334700 1.002248 0.2 -0.4 0.1 -0.169
C -1.975961 3.569104 0.396222 0.0 0.4 -0.2 -0.311
C -1.133457 3.967427 -0.633550 0.0 -0.2 0.1 0.299
O -1.211398 5.152607 -1.300374 0.2 -0.3 0.0 -0.492
C -2.229823 6.055970 -0.943428 -0.1 0.1 0.0 -0.252
C -0.113699 3.103253 -1.034443 -0.1 0.1 0.0 -0.237
C 0.059704 1.882335 -0.421500 -0.1 0.3 0.0 -0.203
S -0.127204 -1.062936 0.237006 0.5 -0.1 0.1 2.312
O -0.376384 -2.262779 0.980491 0.1 0.1 0.3 -0.932
O -0.762889 -0.947488 -1.049611 0.3 0.3 0.0 -0.945
C 1.639303 -0.886131 0.048644 -0.6 0.0 0.1 -0.356
C 2.412631 -0.596605 1.156825 0.0 0.0 -0.1 -0.175
C 3.784962 -0.493390 1.032383 0.0 0.0 0.2 -0.193
C 4.385451 -0.691004 -0.212487 -0.4 0.0 0.1 0.172
N 5.759610 -0.600975 -0.406089 0.0 -0.1 -0.4 -0.607
C 6.743930 -0.302775 0.505116 0.3 0.0 -0.3 0.690
C 8.119020 -0.309669 -0.124283 0.1 0.1 0.2 -0.715
O 6.541905 -0.062393 1.669338 -0.1 0.1 0.3 -0.585
C 3.589487 -0.992494 -1.321430 0.0 0.0 0.2 -0.238
C 2.218975 -1.091532 -1.190207 -0.1 0.0 -0.1 -0.176
H -1.487250 -3.526364 -1.736986 0.0 0.0 0.0 0.172
H -2.249562 -4.577398 -0.525620 0.0 0.0 0.0 0.166
H -2.072320 -5.151285 -2.200881 0.1 0.0 0.1 0.189
H -4.655277 -2.139762 -2.058703 0.1 0.1 0.1 0.182
H -2.983071 -1.863539 -1.508116 -0.1 0.0 -0.1 0.171
H -3.616997 -3.173594 0.622731 0.0 0.0 0.1 0.212
H -5.292126 -3.124206 0.062033 0.0 0.0 0.0 0.213
H -5.036332 -1.263205 1.588252 0.0 0.1 -0.2 0.239
H -4.995353 -0.540812 -0.040396 -0.1 0.0 0.1 0.190
H -2.485300 -0.707875 0.244963 -0.1 0.1 0.0 0.405
H -1.173469 0.673833 3.167633 -0.1 -0.1 -0.1 0.237
H -0.862372 -1.034862 2.803275 -0.1 0.2 0.2 0.264
H -2.491560 2.052526 1.787423 -0.1 0.0 0.1 0.217
H -2.777718 4.203452 0.738829 -0.1 0.1 0.0 0.223
H -3.223462 5.623914 -1.098940 0.0 0.0 0.0 0.177
H -2.132983 6.380725 0.097549 0.0 0.0 0.0 0.176
H -2.104488 6.914868 -1.600806 -0.1 0.0 0.1 0.201
H 0.539817 3.415973 -1.832860 0.1 0.0 -0.1 0.225
H 0.857634 1.234515 -0.743330 0.1 0.1 -0.1 0.221
H 1.934882 -0.447055 2.111493 0.0 0.1 0.2 0.233
H 4.398363 -0.262465 1.886921 0.0 0.0 0.0 0.258
H 6.063224 -0.779184 -1.354045 0.0 0.1 0.2 0.398
H 8.857577 -0.062292 0.632324 0.0 0.0 0.0 0.247
H 8.170476 0.423187 -0.926837 0.0 0.0 -0.1 0.229
H 8.341413 -1.293782 -0.531614 0.0 -0.1 -0.1 0.230
H 4.049759 -1.149685 -2.286326 0.0 0.0 -0.1 0.213
H 1.585205 -1.314022 -2.034005 0.0 0.0 -0.2 0.247
```
Positions in Å, forces in eV/Å.

=====

[3]
# C19H24AsN5O3S3Si2V

A structure of composition C19H24AsN5O3S3Si2V (ωB97M-V with the def2-TZVPD basis set, the Open Molecules 2025 dataset).

Computed properties:
⟨S²⟩: 2.039
Net charge: -1
Spin multiplicity: 3
Energy relative to the best compared isomer or geometry (same formula, charge and spin): 78.5 kJ/mol
HOMO energy (spin up / spin down): -5.90 / -5.90 eV
LUMO level (spin up / spin down): 0.325 / 0.234 eV

The geometry in XYZ format:
```
58
Properties=species:S:1:pos:R:3:forces:R:3:nbo_charge:R:1
V 0.071397 -1.247747 -1.386359 0.7 -2.8 0.3 0.758
S 1.238656 -1.947687 -3.143554 0.4 -0.3 -0.9 -0.063
C -0.172709 -2.648222 -3.900714 -0.2 -0.1 0.4 -0.281
C -0.143368 -2.774921 -5.318011 -0.1 0.0 -0.4 0.259
N -0.107688 -2.846620 -6.465823 0.0 0.0 0.1 -0.287
C -1.251993 -3.077786 -3.181770 0.4 0.0 -0.2 -0.288
S -1.342259 -2.949188 -1.439693 -0.9 -0.6 0.0 -0.070
C -2.362843 -3.707485 -3.812158 -0.3 -0.1 -0.3 0.257
N -3.280392 -4.224334 -4.276165 0.1 0.0 0.0 -0.289
O -3.781956 8.234861 -0.381747 0.1 -0.1 0.0 -0.993
S -3.650143 6.914115 0.195848 0.1 0.0 0.1 2.393
O -4.417756 5.876161 -0.461315 0.1 0.0 0.0 -1.001
O -3.660791 6.859628 1.650736 -0.1 0.0 -0.1 -1.003
C -1.901739 6.438178 -0.084570 -0.5 0.1 0.0 0.156
N -0.955085 7.343210 0.164239 0.2 0.0 0.0 -0.396
C 0.296898 6.920012 0.087757 -0.2 0.1 0.0 0.077
C 0.631088 5.612609 -0.234503 0.1 -0.3 -0.1 -0.299
C -0.426928 4.752871 -0.503700 -0.1 0.8 0.2 0.143
N -1.687444 5.178575 -0.427667 0.3 -0.4 -0.1 -0.434
C -0.261246 3.332719 -0.852708 0.0 -0.6 -0.1 0.142
C 0.980437 2.739672 -1.097810 -0.2 0.2 0.0 -0.242
C 1.054355 1.388727 -1.326401 0.2 0.0 0.1 0.062
N -0.030760 0.590623 -1.316224 -0.7 4.0 -0.1 -0.591
C -1.240152 1.171100 -1.164343 -0.1 0.1 0.0 0.048
C -1.395130 2.515575 -0.935249 0.1 0.3 0.1 -0.223
H 1.065079 7.656696 0.299603 0.0 0.0 0.0 0.191
H 1.663333 5.291961 -0.263865 0.0 0.0 0.0 0.210
H 1.890592 3.320929 -1.110460 0.0 0.0 0.0 0.232
H 2.006403 0.902995 -1.492678 0.0 0.0 0.0 0.237
H -2.103187 0.516390 -1.229110 0.0 0.0 0.1 0.220
H -2.368026 2.971451 -0.802732 0.0 -0.1 0.0 0.291
C 3.328160 -4.175957 1.737370 -0.3 0.1 -0.2 -1.119
Si 1.795295 -3.965723 0.636180 0.2 -0.4 -0.1 1.437
C 2.073345 -4.831626 -1.022596 0.0 0.2 0.2 -1.118
C 0.286651 -4.776033 1.447545 0.2 0.4 -0.1 -1.126
As 1.691010 -1.624680 0.312899 0.4 -0.4 1.0 -0.594
Si 0.310311 -0.984722 2.115511 0.0 0.3 0.4 1.389
C -1.514241 -1.471688 1.936902 0.3 0.0 -0.1 -1.113
C 1.026053 -1.650469 3.741595 -0.1 0.0 -0.3 -1.114
C 0.377956 0.913618 2.199730 0.1 -0.3 -0.1 -1.119
H 3.508262 -5.209249 2.040875 0.0 0.0 0.0 0.230
H 3.218669 -3.562333 2.634540 0.0 0.0 0.0 0.234
H 4.204875 -3.812901 1.197107 0.0 0.0 0.0 0.237
H 2.328296 -5.886015 -0.891692 0.0 0.0 0.1 0.233
H 2.874884 -4.350899 -1.586443 0.0 0.0 0.0 0.241
H 1.164835 -4.774949 -1.625393 0.0 0.0 0.0 0.245
H 0.441113 -5.850621 1.566239 0.1 0.0 0.0 0.238
H -0.589679 -4.633176 0.812759 0.0 0.0 0.0 0.245
H 0.070665 -4.352498 2.430715 0.0 0.0 0.0 0.229
H -1.650765 -2.553647 1.889140 0.0 0.0 0.0 0.243
H -1.923644 -1.048443 1.014603 -0.1 0.0 0.0 0.223
H -2.113782 -1.086932 2.764995 0.1 0.0 0.0 0.245
H 0.943931 -2.736258 3.822442 0.0 0.0 0.0 0.232
H 0.521150 -1.205845 4.601850 0.0 0.0 0.0 0.236
H 2.085479 -1.389890 3.791551 0.0 0.0 0.0 0.239
H -0.449214 1.362631 1.645745 0.0 0.0 0.0 0.232
H 1.314181 1.275753 1.769963 0.0 0.0 0.0 0.235
H 0.319560 1.277485 3.227017 0.0 0.0 0.0 0.243
```
Positions in Å, forces in eV/Å.

=====

[4]
# C3H5NO2S2

A structure of composition C3H5NO2S2 (ωB97M-V with the def2-TZVPD basis set, the Open Molecules 2025 dataset).

Computed properties:
Net charge: 0
Spin multiplicity: 1
Energy relative to the best compared isomer or geometry (same formula, charge and spin): 461.6 kJ/mol
HOMO energy (spin up / spin down): -9.54 / -9.54 eV
LUMO level (spin up / spin down): -1.175 / -1.174 eV

The geometry in XYZ format:
```
13
Properties=species:S:1:pos:R:3:forces:R:3:nbo_charge:R:1
C 2.387339 0.385271 -1.122931 1.9 -0.5 -3.4 -0.412
C 1.383977 1.249803 -1.103641 -0.9 1.0 -1.1 -0.181
C 0.966178 1.018921 0.247103 -0.2 0.0 1.2 -0.613
N -0.827207 -1.755110 0.788177 -0.9 -3.4 -2.4 -1.046
O 3.383757 0.177093 1.277372 0.4 0.0 0.5 -0.919
O -0.558465 2.980743 0.683703 0.2 -0.8 0.7 -0.886
S 2.279759 -0.307015 0.455322 -0.7 -0.1 0.8 1.289
S 0.035508 1.767031 1.318324 -0.3 1.0 -0.9 1.222
H -0.068340 -1.673712 1.397777 1.3 -0.2 1.7 0.342
H 3.064737 0.088998 -1.970787 -0.6 0.4 1.2 0.243
H 0.965934 1.919499 -1.901492 0.4 -0.8 1.0 0.256
H -0.789583 -2.857171 0.435630 -0.1 3.9 1.1 0.360
H -0.481042 -1.183116 0.017223 -0.5 -0.4 -0.4 0.344
```
Positions in Å, forces in eV/Å.